[1]
C20H28N2O5 | ωB97M-V with the def2-TZVPD basis set

Atoms and positions in Å:
H  1.543  1.161  -0.819
C  5.116  2.863  0.049
H  3.932  -1.669  -1.069
H  -8.810  1.910  0.869
H  -2.950  -2.069  -0.545
O  3.312  -2.374  -0.830
O  -8.114  0.943  -0.811
H  -0.074  -0.531  -1.328
H  0.481  -2.236  2.228
H  2.530  0.030  -1.743
C  0.955  -0.318  1.315
H  7.178  2.188  0.118
O  4.629  0.090  -0.504
H  5.795  0.429  1.161
H  6.594  -0.238  -0.289
H  3.833  2.401  -1.621
H  5.328  3.871  -0.309
H  0.973  -1.901  -1.745
C  -0.474  -2.315  -0.208
H  -1.236  -2.642  -0.917
C  2.270  0.352  -0.732
C  3.793  2.364  -0.531
C  -2.206  -0.927  0.983
N  -3.133  -1.252  0.017
C  1.595  -0.822  0.011
H  0.053  -3.210  0.135
H  -4.865  -2.196  -1.649
C  -0.030  -1.321  1.917
H  -7.126  -1.327  -2.141
C  3.545  0.914  -0.097
C  5.857  0.488  0.063
C  0.497  -1.369  -0.920
C  -8.015  2.005  0.112
C  -6.099  0.889  0.213
H  2.969  2.991  -0.190
H  2.115  -2.819  0.705
H  5.043  2.900  1.139
O  -2.398  -0.090  1.842
H  0.404  0.602  1.108
C  -6.497  -0.844  -1.413
H  -8.134  2.965  -0.417
H  -0.525  -0.876  2.781
C  -5.223  -1.321  -1.125
C  -4.400  -0.705  -0.183
N  -1.055  -1.679  0.955
H  3.327  -1.586  1.076
C  6.236  1.907  -0.355
C  2.623  -1.937  0.309
C  -4.839  0.432  0.507
H  6.368  1.935  -1.438
H  -4.217  0.910  1.242
H  3.475  0.891  1.003
O  -6.754  1.968  0.743
C  -6.919  0.268  -0.728
H  1.725  -0.092  2.054

Calculated values
M (g mol⁻¹): 376.453
2S+1: 1
Orbital gap (hartree): 0.303
E_LUMO (eV): 0.71
SMILES: O=C(Nc1ccc2c(c1)OCO2)N1CCC(CO)(C[C@@H]2CCCCO2)CC1
Maximum force (Eh/bohr): 0.0246
HOMO level (eV): -7.527
ΔE to the lowest compared entry with this formula, charge and spin (eV): 2.235

Atom charges from the natural (NBO) analysis, given in e for atoms 1 to 8: 0.2151 -0.3964 0.4904 0.1548 0.3932 -0.7373 -0.4826 0.2040



[2]
C20H28N2PtSi | ωB97M-V with the def2-TZVPD basis set

Atoms and positions in Å:
C  3.076  1.186  -2.575
H  0.503  1.450  3.926
N  1.072  -1.923  2.258
C  -1.189  0.981  -2.201
Pt  -0.243  -3.288  1.426
H  -1.461  -4.679  -0.333
C  -1.907  2.425  1.791
H  -4.380  1.718  -1.174
H  0.700  0.962  -0.133
H  0.956  -3.522  0.331
C  -1.311  -3.619  -0.108
C  2.018  0.257  -2.405
H  3.696  -2.570  -3.431
C  -2.228  2.596  -3.677
H  -2.297  -3.142  0.054
C  0.936  -1.885  3.728
C  -3.470  1.731  -1.787
H  -2.098  3.342  -4.465
H  -2.267  -2.384  3.203
C  -0.526  -1.665  4.074
C  -2.410  0.861  -1.490
C  4.580  -0.604  -3.257
H  5.565  -0.933  -3.559
H  -4.094  3.433  -2.964
C  4.348  0.732  -2.934
C  3.524  -1.529  -3.176
C  -0.100  1.832  3.099
H  5.187  1.449  -2.925
H  -2.503  0.174  -0.656
Si  0.473  0.701  -1.501
H  -1.601  -1.217  2.376
C  0.383  2.545  1.970
H  -0.716  -0.620  4.343
H  0.839  -1.014  1.837
H  2.008  -2.136  1.934
H  -2.921  2.543  1.423
H  1.609  -1.121  4.138
H  -0.825  -2.280  4.934
C  -0.726  2.899  1.159
C  -3.340  2.662  -2.825
H  -2.201  1.349  3.741
C  2.270  -1.116  -2.706
H  1.426  2.766  1.750
H  2.916  2.242  -2.336
N  -1.358  -2.072  2.887
H  -0.414  1.522  -4.171
H  1.276  -2.848  4.116
H  1.493  -1.871  -2.486
C  -1.524  1.770  3.002
H  -0.820  -3.154  -0.969
H  -0.685  3.426  0.206
C  -1.238  1.639  -3.463

Calculated values
M (g mol⁻¹): 519.622
2S+1: 3
Orbital gap (spin up / spin down) (hartree): 0.186 / 0.112
E_LUMO (spin up / spin down) (eV): -0.53 / -2.67
Maximum force (Eh/bohr): 0.0720
HOMO level (spin up / spin down) (eV): -5.606 / -5.721
ΔE to the lowest compared entry with this formula, charge and spin (eV): 1.651

Atom charges from the natural (NBO) analysis, given in e for atoms 1 to 8: -0.1951 0.1735 -0.7855 -0.4968 0.7755 0.2330 -0.3436 0.2164



[3]
C20H28N4O2S | ωB97M-V with the def2-TZVPD basis set

Atoms and positions in Å:
C  -2.227  -0.165  -0.843
H  0.916  1.825  5.100
H  1.440  3.218  0.009
C  3.147  0.434  1.198
C  -2.671  -4.190  1.038
C  1.566  -1.965  -2.897
C  -2.250  -2.925  1.400
C  2.117  2.370  -0.069
C  0.129  0.433  0.998
H  -3.534  -3.706  -2.224
C  -1.325  0.159  1.445
C  2.458  -0.756  -2.879
H  -0.544  1.402  3.253
H  -2.183  2.304  -3.499
C  -2.299  -1.944  0.425
H  1.115  -0.670  -4.668
H  2.328  2.003  4.068
H  -1.896  -2.720  2.400
C  0.423  1.843  3.008
H  -0.225  3.752  3.769
C  -0.850  0.650  -3.794
H  2.545  -0.222  -1.946
H  3.237  -0.037  2.175
H  1.847  -2.815  -3.499
C  -2.036  1.305  -3.088
H  -1.345  -0.415  2.373
N  0.072  0.055  -3.026
H  1.751  1.709  -0.846
C  1.140  -0.706  -3.587
S  -1.921  1.490  -1.293
N  0.878  1.250  1.756
H  -1.856  1.108  1.576
H  1.164  3.866  2.693
C  0.222  3.353  2.862
C  -3.182  -3.496  -1.227
H  0.003  0.035  -2.016
H  -0.442  3.564  2.027
C  1.367  1.505  4.165
H  1.060  -2.221  -1.978
H  -2.644  -4.984  1.770
H  -3.447  -5.474  -0.483
H  -2.921  0.699  -3.289
O  0.530  -0.085  -0.031
H  3.359  -0.763  -3.471
H  4.134  0.757  0.876
N  -1.983  -0.604  0.429
H  2.771  -0.299  0.492
H  1.535  0.432  4.212
C  2.211  1.639  1.270
C  -3.129  -4.469  -0.250
H  2.613  2.338  2.006
O  -0.805  0.691  -5.008
H  3.101  2.734  -0.354
C  -2.762  -2.218  -0.885
N  -2.701  -1.076  -1.642

Calculated values
M (g mol⁻¹): 388.537
2S+1: 1
Orbital gap (hartree): 0.306
E_LUMO (eV): 0.34
SMILES: CC(C)N(C(=O)Cn1c(SCC(=O)NC2CC2)nc2ccccc21)C(C)C
Maximum force (Eh/bohr): 0.0150
HOMO level (eV): -7.989
ΔE to the lowest compared entry with this formula, charge and spin (eV): 0.976

Atom charges from the natural (NBO) analysis, given in e for atoms 1 to 8: 0.2520 0.2199 0.2087 -0.6212 -0.2146 -0.4295 -0.2699 -0.6180



[4]
C20H28N4O3S | ωB97M-V with the def2-TZVPD basis set

Atoms and positions in Å:
H  3.267  -1.994  0.888
H  -3.389  -2.850  -1.323
H  -2.616  -2.990  2.424
H  1.447  -0.996  -2.227
N  -3.086  1.047  -2.090
H  -4.082  -1.500  1.332
H  7.705  0.686  -0.882
C  -3.433  -2.890  -0.234
C  7.167  0.375  0.010
C  -2.450  0.329  0.427
H  -3.330  1.296  -3.043
C  3.798  -1.331  0.221
H  7.126  1.223  0.694
H  -2.585  5.117  1.578
C  1.754  -1.267  -1.217
H  3.368  0.363  -2.667
H  -1.071  -3.797  2.159
C  0.883  1.291  -0.520
H  -5.070  -1.520  -0.137
H  -1.442  4.861  0.251
H  7.722  -0.423  0.498
H  -1.397  -2.321  0.228
H  5.567  -1.301  1.410
H  -3.017  4.071  0.219
H  -4.116  -3.696  0.039
H  -0.809  3.540  2.277
H  5.657  1.062  -2.140
O  1.085  2.935  1.195
C  0.343  2.244  0.529
H  -2.187  -1.031  1.914
C  5.088  -0.937  0.513
C  -2.043  -3.197  0.325
S  0.588  -0.447  -0.059
C  -4.047  -1.571  0.246
C  -2.203  4.389  0.866
N  -2.168  -0.045  1.709
N  -1.003  2.238  0.699
C  -2.081  -3.679  1.772
O  -1.672  2.816  -2.049
H  -1.596  -3.985  -0.284
C  -1.606  3.202  1.611
C  5.778  -0.072  -0.329
H  -2.379  2.691  2.194
H  0.416  1.478  -1.488
C  5.140  0.387  -1.473
C  3.847  -0.004  -1.770
C  -3.711  -0.058  -1.589
H  1.963  1.430  -0.580
O  -4.520  -0.692  -2.225
H  -1.359  0.427  2.090
C  3.163  -0.873  -0.929
N  -3.355  -0.406  -0.292
H  1.586  -2.331  -1.053
H  -2.583  -4.642  1.833
C  -1.889  1.469  -0.102
C  -2.164  1.881  -1.451

Calculated values
M (g mol⁻¹): 404.536
2S+1: 1
Orbital gap (hartree): 0.327
E_LUMO (eV): 0.51
SMILES: CCCCn1c(N)c(N(CC)C(=O)CSCc2ccc(C)cc2)c(=O)[nH]c1=O
Maximum force (Eh/bohr): 0.0156
HOMO level (eV): -8.399
ΔE to the lowest compared entry with this formula, charge and spin (eV): 0.000

Atom charges from the natural (NBO) analysis, given in e for atoms 1 to 8: 0.2100 0.2285 0.1820 0.2233 -0.6348 0.2045 0.2157 -0.4108